Computed, not measured: a cluster of 7 separate species, C27H36BrN2O18 in total in a non-equilibrium geometry, with the ωB97M-V functional and the def2-TZVPD basis.

Computed properties:
Gap between HOMO and LUMO (eV): 7.78
Net charge: +1
E_LUMO (eV): -4.084
HOMO energy (eV): -11.87

Last column: Mulliken charge in e.
Atoms and positions in Å:
1 C 5.743835 2.058463 1.314634  -0.418
2 C 4.975242 1.233391 0.438988  -0.100
3 N 4.449056 0.627942 -0.876281  0.362
4 C 5.146112 -0.394121 -1.797776  0.480
5 C 6.620105 -1.015505 -1.434178  -0.932
6 C 4.107783 -0.654066 -3.039512  -0.424
7 N 2.836279 0.172156 -2.848535  -0.040
8 C 3.108888 0.911560 -1.550854  -0.085
9 C 1.860779 1.898862 -1.039865  0.046
10 C 0.747709 0.871845 -0.369430  0.043
11 C -0.745260 1.524371 -0.186623  -0.665
12 Br 1.565585 0.192938 1.334819  -0.071
13 H 6.355327 2.716725 2.100692  0.385
14 H 6.621309 -2.147971 -1.134991  0.258
15 H 7.142446 -0.418722 -0.571065  0.259
16 H 7.305320 -0.919766 -2.392987  0.327
17 H 4.282567 -1.391716 -3.934424  0.360
18 H 1.967233 0.237155 -3.423416  0.285
19 H 2.357671 2.614695 -0.233138  0.337
20 H 1.421995 2.544899 -1.911558  -0.156
21 H 0.656470 -0.052668 -1.118198  0.321
22 H -1.458331 0.638365 0.175849  0.083
23 H -1.230945 1.942462 -1.165786  0.250
24 H -0.758147 2.328132 0.663816  0.283
25 C -2.098488 5.775971 -3.657901  -0.163
26 C -2.257223 5.221762 -2.279261  -0.406
27 O -1.370749 4.118971 -2.267779  -0.241
28 C -0.428085 4.357500 -3.225979  0.609
29 O 0.585740 3.695855 -3.374535  -0.673
30 O -0.767439 5.433062 -3.995055  -0.334
31 H -2.239512 6.859823 -3.689796  0.387
32 H -2.777442 5.307205 -4.377874  0.031
33 H -1.948348 5.931980 -1.504998  0.255
34 H -3.281766 4.898058 -2.076320  0.349
35 C -0.034726 -1.081838 4.780321  0.597
36 C 0.302571 0.365529 4.624269  0.002
37 O -0.583843 1.004970 5.522879  -0.361
38 C -0.929530 0.079715 6.465249  0.582
39 O -1.545636 0.334085 7.486715  -0.572
40 O -0.495103 -1.166369 6.115932  -0.355
41 H 0.832297 -1.730312 4.627374  0.141
42 H -0.839261 -1.398620 4.108417  -0.158
43 H 1.331984 0.589548 4.923305  0.268
44 H 0.143584 0.722072 3.602869  -0.032
45 C -3.334726 4.549980 -8.542406  -0.297
46 C -2.997429 5.997347 -8.698458  -0.321
47 O -3.883843 6.636788 -7.799849  -0.303
48 C -4.229530 5.711533 -6.857479  0.721
49 O -4.845636 5.965903 -5.836012  -0.555
50 O -3.795103 4.465449 -7.206795  -0.308
51 H -2.467703 3.901506 -8.695353  0.287
52 H -4.139261 4.233198 -9.214311  0.276
53 H -1.968016 6.221366 -8.399422  0.254
54 H -3.156416 6.353890 -9.719858  0.294
55 C -4.094380 -3.102223 0.680081  -0.409
56 C -3.165268 -2.753371 -0.437078  -0.369
57 O -2.309992 -1.785732 0.141103  -0.278
58 C -2.335970 -1.988866 1.490813  0.384
59 O -1.585845 -1.444610 2.283772  -0.449
60 O -3.309719 -2.880781 1.836895  -0.208
61 H -4.430628 -4.141621 0.632872  0.314
62 H -4.970202 -2.445928 0.716091  0.271
63 H -2.563211 -3.608279 -0.762590  0.269
64 H -3.691142 -2.339212 -1.301709  0.325
65 C 3.933404 -4.252907 1.698813  -0.335
66 C 3.892512 -2.958505 2.444362  0.027
67 O 2.794724 -3.122901 3.321830  -0.210
68 C 2.622292 -4.466076 3.494476  0.622
69 O 1.874360 -4.964041 4.319286  -0.543
70 O 3.396415 -5.178726 2.624799  -0.340
71 H 4.949823 -4.536481 1.412253  0.305
72 H 3.301628 -4.240621 0.804503  0.272
73 H 4.797264 -2.788948 3.037635  0.263
74 H 3.735562 -2.102077 1.782882  -0.084
75 C -1.807133 -6.000679 5.541413  -0.209
76 C -2.348858 -4.634650 5.812504  -0.091
77 O -3.066887 -4.329167 4.632153  -0.281
78 C -3.398856 -5.518731 4.050439  0.648
79 O -4.164450 -5.634623 3.108038  -0.569
80 O -2.763366 -6.561054 4.661330  -0.323
81 H -1.718256 -6.601419 6.450727  0.302
82 H -0.835770 -5.972841 5.036673  0.171
83 H -3.040782 -4.620099 6.661225  0.243
84 H -1.557658 -3.900183 5.986338  0.119

Forces on atoms 1 to 6 (eV/Å):
C -5.2 -5.6 -6.6
C 5.1 5.6 3.8
N -2.2 -0.6 -2.8
C -3.4 0.2 -2.1
C 0.1 0.3 -0.8
C 1.6 1.3 3.6